1.
{"formula": "C25H21BF3N4O7PbS", "method": "ωB97M-V with the def2-TZVPD basis set", "s_squared": 0.754, "spin_multiplicity": 2, "lumo_ev": [-1.957, -1.957], "homo_lumo_gap_ev": [4.77, 5.26], "total_charge": 0, "elements": ["Pb", "O", "C", "O", "C", "C", "C", "C", "C", "N", "C", "O", "O", "H", "H", "H", "F", "C", "C", "C", "C", "O", "C", "C", "N", "C", "C", "C", "C", "C", "C", "N", "C", "C", "N", "C", "C", "C", "O", "O", "H", "H", "H", "H", "H", "H", "H", "H", "H", "H", "H", "H", "H", "H", "H", "H", "H", "H", "F", "B", "F", "S", "C"], "xyz": [[4.0305, -1.3367, -0.1771], [4.3962, -3.4076, -4.2663], [4.1494, -3.0101, -3.1298], [4.1910, -1.8248, -2.6669], [3.7463, -4.0829, -2.1106], [3.6340, -5.4244, -2.4370], [3.2448, -6.3165, -1.4476], [2.9807, -5.8629, -0.1617], [3.1326, -4.5128, 0.0944], [3.4996, -3.6703, -0.8674], [2.9089, -3.8924, 1.4721], [2.3230, -4.5623, 2.3064], [3.3802, -2.6990, 1.6162], [3.8523, -5.7258, -3.4515], [3.1489, -7.3714, -1.6781], [2.6670, -6.5149, 0.6413], [-2.3954, 0.3113, -2.6587], [-1.8370, 0.9464, -1.5849], [-0.6287, 0.5098, -1.1333], [-0.0389, 1.1135, -0.0255], [1.2618, 0.6016, 0.4652], [1.6891, -0.4408, -0.0464], [1.8671, 1.3601, 1.5287], [1.1455, 2.3657, 2.0770], [-0.0999, 2.7738, 1.6900], [-0.7558, 3.8510, 2.3904], [-0.7281, 3.8416, 3.8832], [-2.0079, 3.5420, 3.1590], [-0.6989, 2.1748, 0.5969], [-1.9261, 2.6246, 0.0942], [-2.5240, 2.0079, -0.9881], [-3.7915, 2.5007, -1.4237], [-4.2911, 2.2870, -2.7672], [-5.1222, 1.0201, -2.9180], [-6.2244, 1.0452, -1.8766], [-5.6640, 1.2098, -0.4791], [-4.8621, 2.5015, -0.4461], [3.2593, 1.1516, 2.1333], [3.3869, 1.5134, 3.3038], [4.1341, 0.7287, 1.3235], [-0.1198, -0.3185, -1.6125], [1.5671, 2.8892, 2.9251], [-0.6944, 4.8128, 1.8950], [-0.6184, 4.7905, 4.3882], [-0.2243, 3.0105, 4.3582], [-2.7905, 4.2897, 3.1613], [-2.3450, 2.5135, 3.1557], [-2.4044, 3.4872, 0.5368], [-3.4796, 2.2657, -3.4886], [-4.9242, 3.1472, -3.0222], [-4.5389, 0.1292, -2.7148], [-5.5979, 0.9383, -3.8936], [-6.7878, 0.1987, -1.9404], [-6.8506, 1.8289, -2.0709], [-5.0305, 0.3432, -0.2944], [-6.5054, 1.2077, 0.2109], [-4.4661, 2.6315, 0.5575], [-5.5335, 3.3473, -0.6412], [6.1159, -4.1636, 2.0415], [6.2642, -2.8557, 2.1646], [6.0673, -2.2497, 3.3134], [7.8035, -1.5247, 0.0342], [6.6598, -2.0452, 0.9025]], "atomic_forces_ev_per_a": [[0.1, 0.3, -0.2], [0.0, 0.0, 0.0], [0.1, 0.3, 0.0], [-0.1, -0.3, -0.1], [-0.2, 0.0, 0.3], [0.0, 0.0, 0.0], [0.0, -0.1, 0.0], [-0.1, -0.1, 0.0], [0.1, 0.2, -0.2], [0.0, 0.0, 0.0], [0.1, 0.2, 0.0], [0.0, 0.0, 0.1], [-0.1, -0.3, 0.0], [0.0, 0.0, 0.0], [0.0, 0.0, 0.0], [0.0, 0.0, 0.0], [0.0, 0.0, 0.0], [-0.1, 0.0, -0.1], [0.2, -0.1, 0.0], [0.1, -0.1, 0.0], [0.0, -0.1, 0.0], [0.1, 0.0, -0.1], [-0.3, 0.0, -0.1], [-0.1, 0.1, 0.1], [-0.1, 0.0, -0.1], [0.1, -0.1, -0.1], [0.0, -0.1, 0.1], [-0.1, 0.1, 0.0], [0.1, 0.2, 0.2], [0.0, 0.1, 0.1], [-0.1, 0.1, -0.1], [-0.1, -0.2, 0.1], [0.0, 0.1, 0.1], [-0.2, -0.1, 0.2], [0.1, 0.0, 0.0], [-0.1, -0.1, -0.2], [0.1, 0.0, 0.0], [0.4, 0.1, -0.1], [0.0, 0.0, -0.1], [-0.3, -0.1, 0.2], [0.0, 0.0, 0.0], [0.0, 0.0, 0.0], [0.0, 0.0, 0.0], [0.0, 0.0, 0.0], [0.0, 0.0, 0.0], [0.0, 0.0, 0.0], [0.0, 0.0, 0.0], [0.0, 0.0, 0.0], [0.0, 0.0, 0.0], [0.0, 0.0, 0.0], [0.0, -0.1, 0.0], [0.0, 0.0, 0.0], [0.0, 0.0, 0.0], [0.0, 0.0, 0.0], [0.0, 0.0, 0.0], [0.0, 0.0, 0.0], [0.0, 0.0, 0.0], [0.0, 0.0, 0.0], [0.1, -0.1, 0.1], [-0.4, 0.3, -0.5], [0.1, -0.1, 0.1], [0.5, 0.3, -0.5], [-0.3, -0.6, 0.9]]}

2.
{"formula": "C25H21CaN2O9", "method": "ωB97M-V with the def2-TZVPD basis set", "lumo_ev": 1.906, "homo_lumo_gap_ev": 6.33, "total_charge": -1, "elements": ["Ca", "C", "O", "C", "C", "C", "C", "C", "C", "O", "C", "O", "C", "H", "H", "H", "H", "H", "H", "H", "H", "H", "O", "C", "O", "C", "C", "C", "C", "C", "C", "N", "O", "O", "H", "H", "H", "H", "C", "O", "C", "O", "H", "H", "H", "N", "C", "C", "C", "C", "C", "C", "C", "H", "H", "H", "H", "H"], "xyz": [[0.1285, 0.6425, -0.8058], [-5.1498, 6.6715, -0.6154], [-4.6888, 5.4246, -1.0838], [-3.3781, 5.1017, -0.8582], [-2.4781, 5.9879, -0.2290], [-1.1846, 5.5633, -0.0541], [-0.7255, 4.2984, -0.4568], [0.6550, 3.9284, -0.2177], [1.6322, 4.9727, 0.2912], [1.1040, 2.7931, -0.3989], [-1.6459, 3.3942, -1.1070], [-1.3122, 2.2420, -1.5250], [-2.9796, 3.8620, -1.2824], [-6.2066, 6.7168, -0.8688], [-4.6296, 7.5029, -1.1000], [-5.0366, 6.7617, 0.4686], [-2.7791, 6.9663, 0.1116], [-0.4941, 6.2397, 0.4336], [1.6099, 5.8791, -0.3137], [2.6279, 4.5376, 0.2708], [1.3896, 5.2496, 1.3189], [-3.6893, 3.1994, -1.7589], [2.0572, -0.6288, -0.0207], [1.3908, -0.8650, 1.0223], [0.4495, -0.1533, 1.4398], [1.7253, -2.1296, 1.7864], [2.7404, -2.9648, 1.3366], [3.0416, -4.1413, 2.0090], [2.3269, -4.4970, 3.1408], [1.3198, -3.6481, 3.5690], [0.9976, -2.4735, 2.9174], [0.5593, -4.0248, 4.7789], [-0.2835, -3.2535, 5.1850], [0.8121, -5.0989, 5.2955], [3.2737, -2.6731, 0.4408], [3.8292, -4.7892, 1.6462], [2.5303, -5.4057, 3.6866], [0.2001, -1.8304, 3.2586], [-3.6709, -1.8129, -0.1236], [-2.5265, -0.9675, -0.1930], [-1.4906, -1.3691, -1.0513], [-1.6853, -2.4190, -1.6586], [-4.3417, -1.3538, 0.6009], [-3.3979, -2.8202, 0.1963], [-4.1628, -1.8908, -1.0954], [1.2859, -0.2623, -3.0305], [1.6679, -1.3203, -2.7959], [2.1115, -2.6471, -2.4700], [1.1703, -3.5664, -2.0114], [1.6096, -4.8326, -1.6541], [2.9518, -5.1698, -1.7561], [3.8788, -4.2416, -2.2147], [3.4619, -2.9699, -2.5715], [0.1256, -3.2675, -1.9290], [0.8933, -5.5542, -1.2833], [3.2826, -6.1607, -1.4697], [4.9262, -4.5046, -2.2873], [4.1708, -2.2281, -2.9136]], "atomic_forces_ev_per_a": [[-0.2, 0.1, -0.1], [0.0, 0.0, 0.0], [0.0, 0.0, 0.0], [0.0, 0.0, 0.0], [0.0, 0.0, 0.0], [0.0, 0.0, 0.0], [0.0, 0.1, 0.0], [-0.1, 0.0, 0.0], [0.0, 0.0, 0.0], [0.1, -0.1, 0.1], [0.1, 0.0, 0.0], [-0.1, 0.0, 0.1], [0.0, 0.0, 0.0], [0.0, 0.0, 0.0], [0.0, 0.0, 0.0], [0.0, 0.0, 0.0], [0.0, 0.0, 0.0], [0.0, 0.0, 0.0], [0.0, 0.0, 0.0], [0.0, 0.0, 0.0], [0.0, 0.0, 0.0], [0.0, 0.0, 0.0], [-0.1, 0.0, 0.0], [0.1, 0.0, 0.0], [0.0, 0.0, 0.0], [0.0, 0.0, 0.0], [0.0, 0.0, 0.0], [0.0, 0.0, 0.0], [0.0, 0.0, -0.1], [-0.1, 0.0, 0.2], [0.0, 0.0, 0.0], [0.0, 0.0, -0.2], [0.0, 0.0, 0.1], [0.0, 0.0, 0.1], [0.0, 0.0, 0.0], [0.0, 0.0, 0.0], [0.0, 0.0, 0.0], [0.0, 0.0, 0.0], [0.1, 0.1, 0.0], [0.0, 0.0, 0.0], [0.1, 0.0, -0.1], [0.0, 0.0, 0.1], [0.0, 0.0, 0.0], [0.0, 0.0, 0.0], [0.0, 0.0, 0.0], [0.0, 0.1, 0.0], [-0.1, 0.0, 0.0], [0.0, 0.0, 0.0], [0.0, 0.0, 0.0], [0.0, 0.0, 0.0], [0.0, 0.0, 0.0], [0.0, 0.0, 0.0], [0.0, -0.1, 0.0], [0.0, 0.0, 0.0], [0.0, 0.0, 0.0], [0.0, 0.0, 0.0], [0.0, 0.0, 0.0], [0.0, 0.0, 0.0]]}

Calculated energy above the lowest of the compared OMol25 structures with the same formula, charge and spin in order - 260.7 0.0 kJ/mol
Calculated electronic energy in order - -71471.57194 -66115.12654 eV